No. 1
37
Properties=species:S:1:pos:R:3:forces:R:3 method="wB97M-V/def2-TZVPD" total_charge=+1
C -2.759 -0.903 -0.050 -1.175 0.419 0.854
C -5.158 -0.261 0.218 -1.160 2.015 -3.361
C 0.320 0.927 -1.374 -1.430 0.289 1.719
C 3.939 -2.509 0.288 -2.295 -1.406 0.269
C 1.800 0.747 -1.474 -1.065 -2.127 -0.196
C 2.537 -2.234 0.844 -1.723 -0.611 0.673
C 2.410 0.083 -0.225 -0.687 -2.922 -3.047
C 1.648 -1.286 -0.070 3.216 -0.119 2.312
N -3.933 -0.465 0.320 3.045 -1.288 1.132
N -0.617 0.317 -2.029 0.119 -0.509 -0.905
N -2.040 -1.868 0.476 0.485 -0.360 -0.524
N -5.713 0.904 0.592 0.903 -0.543 1.145
N -0.105 1.700 -0.279 1.395 0.208 0.071
N 0.625 4.212 1.080 -2.254 -3.674 2.378
H -2.184 -0.324 -0.764 -0.005 0.211 -0.929
H -5.661 -0.741 -0.640 -0.449 -0.443 1.004
H 4.521 -1.711 0.546 1.917 2.036 0.470
H 4.271 -3.359 0.847 0.675 -0.658 -0.028
H 4.000 -2.686 -0.784 -0.202 -0.117 -0.026
H 2.261 1.645 -1.696 1.043 1.882 -0.729
H 1.829 0.022 -2.281 0.888 0.198 -0.466
H 2.556 -2.062 1.941 0.544 1.321 -0.556
H 1.958 -3.158 1.028 0.178 -0.292 -1.144
H 2.068 0.659 0.591 1.058 0.698 1.407
H 3.472 -0.266 -0.485 -1.262 1.622 1.061
H 1.636 -1.928 -0.937 -0.767 0.531 -0.876
H 0.739 -1.028 0.426 -1.081 -0.435 -0.057
H -0.274 4.179 1.660 2.039 0.519 -1.076
H -0.407 -0.300 -2.873 0.477 1.356 1.737
H -1.214 -2.151 -0.023 0.390 0.543 -0.167
H -2.243 -2.512 1.200 -1.033 -0.258 0.780
H -6.611 1.252 0.428 -1.662 -0.451 -0.601
H -5.209 1.527 1.177 0.771 0.238 0.501
H 0.469 2.407 0.298 -0.903 -1.227 -1.674
H -1.090 1.873 -0.253 -0.315 0.144 -0.087
H 0.738 5.020 0.621 -0.556 3.801 -2.629
H 1.419 4.278 1.659 0.879 -0.590 1.565


No. 2
8
Properties=species:S:1:pos:R:3:forces:R:3 method="wB97M-V/def2-TZVPD" total_charge=+1
C 0.392 -0.473 -0.303 -0.415 -3.793 -1.727
N -0.179 0.652 0.383 2.520 5.060 0.695
Br 0.384 -2.063 0.843 -0.201 1.325 -0.826
H -0.957 -0.720 -1.910 1.526 0.243 1.837
H 1.385 -0.557 -0.873 -1.712 1.452 0.949
H 0.536 1.246 1.055 -1.503 -1.716 -2.034
H -0.642 1.391 -0.216 1.124 -0.853 -0.084
H -0.919 0.525 1.021 -1.339 -1.717 1.189


No. 3
113
Properties=species:S:1:pos:R:3:forces:R:3 method="wB97M-V/def2-TZVPD" total_charge=+1
C -2.924 -0.137 1.971 -0.587 0.221 -1.162
C -3.972 -0.328 1.361 0.682 0.104 -1.057
C -5.112 -0.537 0.282 0.555 -0.005 1.331
C -5.769 -1.981 0.474 0.671 -0.355 0.330
C -6.721 -2.087 1.752 1.772 -1.435 -0.657
N -8.187 -1.979 1.459 -0.502 2.362 -0.941
C -8.938 -1.502 2.692 -1.460 -0.006 0.477
C -10.214 -0.610 2.293 0.597 -0.210 0.433
C -9.793 0.719 1.494 -1.830 -0.843 0.945
C -11.002 1.227 0.615 0.614 1.538 -1.704
Cl -12.692 0.582 0.893 2.011 0.438 -0.006
C -10.905 2.188 -0.391 -1.435 -1.240 1.192
C -12.199 2.603 -1.224 1.324 -0.120 -0.525
Cl -9.338 2.982 -0.778 -1.598 -0.726 0.377
N -8.560 0.370 0.723 0.458 -1.191 -0.257
C -8.477 -1.038 0.407 0.170 0.472 1.110
N -8.721 -1.385 -0.840 0.107 0.662 0.889
H -1.891 0.148 2.312 -1.888 -0.627 -0.150
H -4.700 -0.419 -0.768 -0.239 -0.164 1.434
H -5.843 0.310 0.447 0.632 -0.961 -0.330
H -6.253 -2.386 -0.473 0.483 0.684 1.183
H -4.895 -2.688 0.681 -1.208 0.931 -0.336
H -6.559 -3.136 2.173 -0.356 1.550 -0.296
H -6.343 -1.330 2.509 -0.744 -0.726 -0.760
H -9.373 -2.432 3.190 0.852 1.230 -0.554
H -8.274 -0.961 3.429 -0.539 -0.576 -0.903
H -10.871 -1.297 1.661 0.620 1.186 0.831
H -10.740 -0.309 3.256 0.447 -0.625 -1.356
H -9.504 1.529 2.242 -0.304 -1.003 -1.111
H -13.074 2.872 -0.568 1.114 -0.354 -0.634
H -11.932 3.465 -1.901 -0.333 -0.872 0.846
H -12.466 1.724 -1.900 0.186 1.128 1.001
H -7.775 0.589 1.360 -0.468 -0.288 -0.484
H -8.802 -0.614 -1.523 -0.098 -0.625 0.522
H -8.871 -2.352 -1.142 0.304 0.439 0.347
O 2.355 -1.926 6.662 -1.272 -3.881 0.834
P 0.841 -1.868 6.741 0.086 8.863 -1.621
O 0.573 -1.180 5.260 -0.101 -0.682 -0.102
C 0.838 -1.944 4.096 -0.024 -0.001 -0.209
C -0.166 -3.067 3.922 -0.048 -0.149 -0.010
O 0.726 -0.503 7.662 -0.323 -1.168 0.504
C 1.812 -0.070 8.474 0.368 0.398 0.074
C 2.653 0.956 7.738 0.054 0.142 -0.202
O -0.854 -1.967 6.933 1.695 -3.179 0.414
C -1.365 -3.211 7.416 -0.459 -0.257 0.288
C -0.694 -3.657 8.699 0.091 0.034 0.042
H 1.860 -2.335 4.123 0.007 0.006 0.007
H 0.770 -1.263 3.244 0.019 0.095 0.131
H -0.013 -3.842 4.681 0.015 -0.059 -0.038
H -0.060 -3.535 2.941 0.025 -0.013 0.082
H -1.189 -2.699 4.031 0.068 0.056 -0.046
H 2.412 -0.914 8.817 0.015 0.034 -0.174
H 1.383 0.393 9.367 -0.155 -0.078 -0.121
H 2.993 0.581 6.770 0.040 -0.156 0.158
H 3.526 1.239 8.330 -0.053 -0.013 -0.015
H 2.066 1.855 7.534 -0.001 -0.040 0.115
H -1.258 -3.974 6.639 -0.094 -0.062 0.014
H -2.434 -3.072 7.593 0.076 0.156 -0.113
H 0.360 -3.910 8.525 0.000 -0.052 -0.020
H -1.184 -4.547 9.101 0.078 0.051 -0.024
H -0.717 -2.866 9.450 -0.102 -0.026 -0.035
O 3.463 -1.244 -1.379 -2.493 0.307 3.402
P 3.868 0.055 -0.705 6.354 1.599 -6.358
O 3.664 1.050 -2.010 -0.610 0.015 0.387
C 2.349 1.298 -2.478 -0.132 0.161 -0.199
C 1.563 2.160 -1.508 -0.081 0.027 0.114
O 5.503 -0.156 -0.823 -0.539 -0.091 1.137
C 6.068 -1.452 -0.986 0.296 -0.291 -0.344
C 6.308 -1.748 -2.454 -0.023 0.060 -0.245
O 4.265 1.441 0.211 -2.752 -1.997 1.438
C 3.641 1.552 1.492 0.069 0.271 0.563
C 3.843 0.316 2.346 0.023 -0.082 -0.001
H 1.830 0.354 -2.670 0.030 -0.023 -0.002
H 2.443 1.820 -3.433 0.143 -0.068 0.050
H 1.325 1.598 -0.599 -0.064 -0.007 0.023
H 0.621 2.488 -1.955 0.041 -0.046 0.043
H 2.139 3.038 -1.210 -0.014 -0.037 -0.099
H 5.449 -2.217 -0.514 -0.071 0.069 -0.145
H 7.027 -1.454 -0.459 -0.094 0.185 0.028
H 5.398 -1.623 -3.046 -0.051 -0.121 0.178
H 6.677 -2.767 -2.590 0.001 0.056 0.013
H 7.045 -1.054 -2.868 0.042 -0.060 0.103
H 2.575 1.759 1.360 -0.024 0.083 0.084
H 4.084 2.416 1.991 0.037 -0.001 -0.208
H 3.314 -0.547 1.921 -0.051 -0.009 0.001
H 3.455 0.478 3.354 0.011 -0.062 -0.065
H 4.899 0.049 2.407 -0.021 0.098 0.037
O 8.105 1.057 -7.868 -0.543 -1.904 3.678
P 6.899 1.722 -7.229 -0.974 5.569 -7.038
O 5.844 1.514 -8.486 -0.058 -0.541 0.531
C 5.403 0.202 -8.795 -0.167 -0.119 -0.183
C 4.475 -0.342 -7.726 -0.026 -0.075 0.132
O 7.331 3.287 -7.535 0.074 -0.416 1.216
C 8.687 3.641 -7.780 0.296 0.179 -0.371
C 8.969 3.673 -9.270 -0.057 -0.034 -0.243
O 5.609 2.402 -6.340 1.673 -2.743 1.682
C 5.455 1.943 -4.996 -0.232 0.109 0.565
C 6.731 2.064 -4.188 0.096 0.010 0.035
H 6.261 -0.461 -8.941 0.017 0.017 0.007
H 4.868 0.261 -9.745 0.091 0.150 0.037
H 5.029 -0.554 -6.805 -0.011 -0.070 0.025
H 4.006 -1.273 -8.055 0.062 0.031 0.044
H 3.694 0.380 -7.480 0.034 -0.018 -0.099
H 9.372 2.975 -7.253 -0.080 -0.079 -0.135
H 8.839 4.642 -7.366 -0.192 -0.057 0.046
H 8.701 2.731 -9.753 0.114 -0.033 0.184
H 10.025 3.876 -9.462 -0.046 0.006 0.023
H 8.373 4.450 -9.755 0.060 0.027 0.097
H 5.102 0.907 -5.004 -0.081 0.003 0.122
H 4.675 2.552 -4.535 0.003 0.012 -0.184
H 7.502 1.378 -4.563 -0.007 -0.050 -0.001
H 6.548 1.814 -3.140 0.002 -0.025 -0.078
H 7.140 3.074 -4.249 -0.096 0.004 0.019


Values for relative energy (zero: lowest compared OMol25 entry of this formula, charge and spin), eV, ordered as above
0.852 4.405 0.000